Entry 1:
Entry from OMol25: a cluster of 3 separate species, C17H40BrOS in total at a distorted geometry (the ωB97M-V functional and the def2-TZVPD basis).

Last column: Mulliken charge in e.
Atoms and positions in Å:
C: 2.510 -2.833 0.801  -0.383
C: 2.011 -3.320 -0.591  -0.590
O: 0.565 -3.438 -0.672  -0.182
S: 0.053 -4.993 -0.408  0.178
C: -1.288 -4.968 0.853  -0.590
C: -1.916 -3.574 1.118  -0.223
C: -2.488 -2.873 -0.155  -1.245
Br: -0.747 -2.324 2.080  -0.038
H: 2.392 -1.742 0.861  -0.129
H: 1.953 -3.286 1.636  0.200
H: 3.576 -3.080 0.931  0.425
H: 2.554 -4.244 -0.851  0.461
H: 2.304 -2.545 -1.316  0.305
H: 1.101 -5.697 0.164  0.296
H: -2.110 -5.637 0.543  0.459
H: -0.886 -5.405 1.783  0.470
H: -2.780 -3.753 1.776  0.466
H: -1.736 -2.278 -0.693  0.393
H: -3.267 -2.179 0.204  0.366
H: -2.990 -3.567 -0.848  0.360
C: 6.506 3.256 2.079  -1.195
C: 5.077 3.644 1.710  -0.336
C: 4.070 3.388 2.832  -0.739
C: 3.922 1.925 3.251  -0.867
C: 3.523 0.967 2.129  -0.203
C: 2.159 1.281 1.522  -1.094
H: 6.595 2.186 2.277  0.280
H: 7.186 3.496 1.260  0.377
H: 6.840 3.799 2.965  0.300
H: 4.777 3.117 0.800  0.234
H: 5.058 4.709 1.468  0.366
H: 3.096 3.782 2.526  0.292
H: 4.365 3.970 3.711  0.394
H: 3.174 1.868 4.048  0.382
H: 4.858 1.575 3.695  0.355
H: 3.499 -0.050 2.537  0.309
H: 4.283 0.964 1.342  0.259
H: 1.377 1.251 2.284  0.245
H: 1.908 0.544 0.753  0.290
H: 2.143 2.264 1.051  0.352
C: -5.921 1.346 -4.262  -1.223
C: -4.658 0.553 -3.948  -0.512
C: -4.577 0.092 -2.492  -0.246
C: -4.532 1.215 -1.454  -0.707
C: -3.384 2.210 -1.617  -0.422
C: -2.012 1.567 -1.484  -1.081
H: -5.970 2.273 -3.687  0.287
H: -5.947 1.614 -5.319  0.381
H: -6.815 0.758 -4.042  0.297
H: -3.777 1.145 -4.210  0.258
H: -4.635 -0.332 -4.591  0.380
H: -3.697 -0.550 -2.375  0.003
H: -5.443 -0.543 -2.274  0.407
H: -4.467 0.758 -0.459  0.343
H: -5.477 1.765 -1.468  0.331
H: -3.487 2.983 -0.851  0.361
H: -3.455 2.724 -2.580  0.260
H: -1.908 1.077 -0.511  0.251
H: -1.228 2.321 -1.567  0.393
H: -1.837 0.823 -2.265  0.243

- calculated total energy (a.u.) = -3718.83361
- spin multiplicity = 1
- charge = +1
- LUMO (eV) = -4.49
- Kohn-Sham gap (eV) = 8.2
- E_HOMO (eV) = -12.6820



Entry 2:
Entry from OMol25: a cluster of 7 separate species, C17H40Cl8O9S3 in total at a distorted geometry (the ωB97M-V functional and the def2-TZVPD basis).

Last column: Mulliken charge in e.
Atoms and positions in Å:
C: 0.672 -1.335 -2.769  -1.391
C: -0.284 -0.405 -2.024  0.064
O: 0.117 -0.351 -0.655  -0.163
S: -0.735 0.551 0.442  1.142
C: -1.876 -0.773 1.074  -0.859
O: 0.113 0.899 1.571  -0.512
O: -1.485 1.573 -0.306  -0.634
H: 0.436 -1.416 -3.830  0.262
H: 0.869 -2.284 -2.270  0.406
H: 1.682 -0.933 -2.853  0.380
H: -0.197 0.578 -2.486  0.218
H: -1.268 -0.875 -2.011  0.234
H: -2.680 -0.799 0.339  0.190
H: -2.262 -0.291 1.973  0.309
H: -1.295 -1.656 1.339  0.333
C: 3.008 6.911 -2.457  -1.322
C: 2.167 6.201 -1.384  -0.116
O: 0.968 5.937 -2.064  -0.335
S: -0.429 5.796 -1.072  1.126
C: 0.126 4.300 -0.110  -1.021
O: -0.499 6.972 -0.240  -0.597
O: -1.590 5.440 -1.932  -0.589
H: 3.236 6.198 -3.249  0.314
H: 3.916 7.278 -1.980  0.383
H: 2.492 7.715 -2.982  0.328
H: 2.652 5.292 -1.028  0.283
H: 1.996 6.859 -0.532  0.374
H: -0.811 3.939 0.314  0.398
H: 0.792 4.684 0.662  0.438
H: 0.505 3.542 -0.795  0.339
C: 5.298 -4.255 3.060  -1.205
C: 4.964 -2.709 3.382  0.194
O: 5.552 -1.910 2.386  -0.369
S: 4.865 -0.346 2.067  1.127
C: 3.433 -0.790 0.988  -0.661
O: 4.384 0.243 3.314  -0.548
O: 5.780 0.376 1.196  -0.622
H: 6.354 -4.496 2.936  0.309
H: 4.694 -4.678 2.257  0.318
H: 4.873 -4.779 3.916  0.378
H: 3.906 -2.486 3.517  0.016
H: 5.404 -2.582 4.371  0.258
H: 2.990 -1.666 1.463  0.224
H: 3.912 -0.903 0.015  0.429
H: 2.736 0.047 1.023  0.138
Cl: -0.970 -1.091 5.569  -0.214
C: -0.141 0.363 5.031  -0.257
C: 1.321 0.004 4.649  -0.516
Cl: 1.426 -1.363 3.508  -0.229
H: -0.353 1.081 5.824  0.401
H: -0.640 0.706 4.124  0.028
H: 1.939 -0.401 5.451  0.485
H: 1.818 0.871 4.212  0.282
Cl: -6.763 -1.745 1.120  -0.122
C: -6.624 -1.951 2.925  -0.649
C: -5.458 -1.152 3.585  -0.298
Cl: -5.573 0.637 3.208  -0.177
H: -6.733 -2.991 3.236  0.389
H: -7.568 -1.643 3.374  0.326
H: -4.538 -1.576 3.182  0.230
H: -5.557 -1.397 4.643  0.316
Cl: 2.793 -5.077 -4.442  -0.178
C: 2.118 -4.749 -6.063  -0.486
C: 0.823 -3.892 -6.001  -0.090
Cl: -0.558 -4.882 -5.307  -0.190
H: 2.123 -5.730 -6.539  0.350
H: 2.896 -4.131 -6.511  0.261
H: 0.603 -3.453 -6.974  0.334
H: 1.028 -3.058 -5.329  0.028
Cl: -7.883 -0.189 -1.878  -0.199
C: -6.458 -0.647 -2.875  -0.461
C: -5.279 0.092 -2.360  -0.180
Cl: -3.921 -0.100 -3.531  -0.220
H: -6.623 -0.362 -3.914  0.382
H: -6.398 -1.734 -2.825  0.308
H: -4.846 -0.209 -1.406  0.042
H: -5.486 1.157 -2.263  0.332

- calculated total energy (a.u.) = -6224.87322
- spin multiplicity = 1
- SMILES string = CCOS(C)(=O)=O.CCOS(C)(=O)=O.CCOS(C)(=O)=O.ClCCCl.ClCCCl.ClCCCl.ClCCCl
- LUMO (eV) = 0.15
- Kohn-Sham gap (eV) = 11.0
- E_HOMO (eV) = -10.8062



Entry 3:
Entry from OMol25: a structure of composition C17H40NOP3Tb at a distorted geometry (the ωB97M-V functional and the def2-TZVPD basis).

Last column: Löwdin spin population.
Atoms and positions in Å:
Tb: -0.087 -0.346 -1.673  6.145
P: 0.445 -3.297 -2.721  -0.012
P: 2.446 -0.147 -0.316  -0.019
P: -2.898 0.033 -1.674  -0.019
H: 1.829 4.307 -0.689  0.000
C: 0.765 4.437 -0.459  0.000
C: 0.222 4.046 0.710  0.000
H: 0.819 3.623 1.530  0.000
C: 1.171 -3.252 -4.373  0.000
C: 1.508 -4.151 -1.542  -0.002
C: -1.230 -3.947 -2.765  0.001
C: 2.813 1.468 0.492  -0.002
C: 2.865 -1.292 1.063  -0.002
C: 3.888 -0.332 -1.410  0.000
C: -3.450 1.667 -1.061  -0.001
C: -4.161 -1.022 -0.853  -0.002
C: -3.566 0.075 -3.352  0.001
H: 0.153 4.875 -1.256  0.000
H: -0.855 4.172 0.912  0.000
H: 1.567 -4.253 -4.646  0.000
H: 1.995 -2.515 -4.345  0.000
H: 0.436 -2.895 -5.122  0.000
H: 2.074 -4.896 -2.091  0.000
H: 0.930 -4.569 -0.712  0.000
H: 2.204 -3.397 -1.141  0.000
H: -1.326 -4.539 -3.681  0.000
H: -1.951 -3.118 -2.829  0.000
H: -1.466 -4.581 -1.902  0.000
H: 3.793 1.836 0.149  0.000
H: 2.849 1.340 1.584  0.000
H: 2.055 2.237 0.267  0.000
H: 3.935 -1.549 1.042  0.000
H: 2.283 -2.220 0.976  0.000
H: 2.618 -0.823 2.027  0.000
H: 4.745 -0.761 -0.872  0.000
H: 4.174 0.643 -1.824  0.000
H: 3.649 -0.975 -2.267  0.000
H: -4.145 2.137 -1.764  0.000
H: -2.584 2.325 -0.929  0.000
H: -3.964 1.555 -0.101  0.000
H: -5.063 -1.115 -1.472  0.000
H: -4.440 -0.587 0.113  0.000
H: -3.747 -2.025 -0.696  0.000
H: -4.515 0.618 -3.363  0.000
H: -3.749 -0.931 -3.735  0.000
H: -2.886 0.582 -4.040  0.000
C: 0.018 1.138 -4.471  -0.003
C: 0.392 0.261 -5.521  -0.004
C: 0.117 0.580 -6.837  0.000
C: -0.540 1.778 -7.114  -0.005
C: -1.018 2.580 -6.073  0.000
C: -0.773 2.273 -4.756  -0.003
O: 0.226 0.919 -3.187  -0.040
H: 0.761 -2.094 -1.872  -0.014
H: 0.836 -0.695 -5.338  0.000
H: 0.457 -0.061 -7.645  0.000
H: -0.782 2.089 -8.136  0.000
H: -1.644 3.454 -6.274  0.000
H: -1.172 2.879 -3.929  0.000
N: -0.578 0.160 0.653  -0.018
H: -1.574 0.177 0.899  0.001
H: -0.205 1.051 1.009  0.000
H: -0.131 -0.601 1.189  0.001

- calculated total energy (a.u.) = -2649.24732
- energy relative to the best compared isomer or geometry (same formula, charge and spin) (kcal per mole) = 39.2
- spin multiplicity = 7
- expectation value of S² = 12.7086
- charge = +3
- LUMO (alpha / beta) (eV) = -11.19 / -11.01
- Kohn-Sham gap (alpha / beta) (eV) = 4.8 / 5.0
- E_HOMO (alpha / beta) (eV) = -15.9623 / -16.0082